21
Properties=species:S:1:pos:R:3 method="wB97M-V/def2-TZVPD" fmax_ev_per_a=3.61 homo_ev=-9.03 smiles="C=C(C)[C@H](N)O.NC=O" orbital_gap_ev=9.6
H -0.85429 0.21805 -2.44219
H 0.90837 -1.84447 -0.07830
C -1.21795 -0.69140 1.81248
N 3.01852 0.75720 -0.53461
H 0.49345 0.06576 -0.54490
N -1.26216 -0.41168 -1.76518
H -2.56471 1.28484 -0.38835
H -0.74336 -1.65454 1.91472
C -1.27393 -0.06982 0.64244
H -1.67851 -0.27148 2.69448
H -1.45923 -1.29391 -2.21841
C 2.14777 0.04031 0.24360
H 1.81503 0.61209 1.12647
H 3.42696 0.27602 -1.32220
H -1.10180 2.03784 0.25280
O -0.07016 -1.89335 -0.44435
C -1.87636 1.29178 0.45775
C -0.52684 -0.61192 -0.56156
H 3.00225 1.76304 -0.51368
H -2.42061 1.59848 1.35167
O 2.23756 -1.20284 0.31731